a:
DFT (ωB97M-V/def2-TZVPD) results for a molecular structure, C27H30BaCl2N7O2S.

- Spin multiplicity: 1
- Total charge: +1
- HOMO energy: -9.990 eV

Last column: natural (NBO) charge in e.
Positions of all 70 atoms, in Å:
Ba  -0.248  -0.199  -0.849  1.83
C  0.512  -2.144  2.424  -0.24
C  0.277  -3.106  1.275  -0.23
N  -0.781  -2.664  0.342  -0.68
C  -2.147  -2.608  0.894  -0.28
C  -2.456  -1.362  1.714  0.23
C  -3.339  -1.447  2.777  -0.26
C  -3.628  -0.300  3.500  -0.13
C  -3.001  0.884  3.161  -0.26
C  -2.116  0.892  2.093  0.22
C  -1.330  2.155  1.754  -0.25
N  -0.214  2.466  2.627  -0.61
C  0.973  1.623  2.576  -0.23
C  0.858  0.171  3.071  -0.25
N  0.930  -0.812  1.977  -0.68
N  -1.879  -0.204  1.364  -0.55
H  -0.404  -2.024  3.007  0.20
H  1.240  -2.603  3.106  0.19
H  1.197  -3.213  0.695  0.21
H  0.044  -4.092  1.695  0.19
H  -0.811  -3.331  -0.421  0.38
H  -2.835  -2.615  0.047  0.26
H  -2.369  -3.485  1.512  0.19
H  -3.788  -2.397  3.032  0.23
H  -4.327  -0.334  4.326  0.23
H  -3.189  1.795  3.715  0.23
H  -0.931  2.102  0.736  0.18
H  -2.022  2.999  1.764  0.22
H  -0.513  2.634  3.579  0.36
H  1.344  1.620  1.544  0.19
H  1.738  2.143  3.154  0.22
H  1.623  -0.032  3.829  0.19
H  -0.106  0.038  3.568  0.20
H  1.901  -0.872  1.679  0.38
Cl  -7.057  2.596  -3.627  0.01
C  -5.674  1.699  -3.080  -0.10
C  -5.847  0.391  -2.605  -0.18
C  -4.778  -0.345  -2.173  -0.13
Cl  -5.046  -1.966  -1.597  0.00
C  -3.448  0.158  -2.181  0.49
O  -2.456  -0.564  -1.810  -0.88
C  -3.314  1.500  -2.642  -0.33
C  -2.058  2.208  -2.667  0.45
O  -0.976  1.822  -2.214  -0.72
C  -4.424  2.245  -3.100  -0.15
H  -6.837  -0.044  -2.583  0.25
H  -2.091  3.201  -3.143  0.14
H  -4.276  3.257  -3.457  0.23
C  6.095  -0.616  -0.482  -0.40
N  5.411  -0.255  -1.718  -0.34
C  6.028  -0.025  -2.934  -0.05
C  5.063  0.300  -3.810  -0.07
N  3.857  0.285  -3.114  -0.38
C  4.082  -0.077  -1.818  0.30
S  2.980  -0.215  -0.538  -0.44
C  2.613  0.593  -3.762  0.37
C  2.591  1.677  -4.627  -0.26
C  1.440  1.885  -5.368  -0.14
C  0.370  1.018  -5.211  -0.24
C  0.494  -0.004  -4.287  0.04
N  1.595  -0.219  -3.559  -0.46
H  7.151  -0.727  -0.707  0.22
H  5.694  -1.552  -0.101  0.23
H  5.948  0.165  0.261  0.23
H  7.089  -0.130  -3.066  0.24
H  5.104  0.515  -4.862  0.25
H  3.443  2.336  -4.712  0.24
H  1.385  2.717  -6.058  0.23
H  -0.543  1.131  -5.778  0.24
H  -0.332  -0.690  -4.125  0.21

---

b:
DFT (ωB97M-V/def2-TZVPD) results for a molecular structure, C27H30BaCl2N7O2S.

- Spin multiplicity: 1
- Total charge: +1
- HOMO energy: -9.789 eV

Last column: Löwdin charge in e.
Positions of all 70 atoms, in Å:
Ba  0.609  0.652  0.758  1.90
C  -2.028  3.068  1.154  -0.22
C  -0.902  3.690  1.972  -0.20
N  0.008  2.715  2.596  -0.17
C  -0.467  2.134  3.855  -0.16
C  -1.354  0.917  3.726  -0.26
C  -2.197  0.564  4.774  0.00
C  -2.993  -0.558  4.639  -0.03
C  -2.955  -1.281  3.454  0.00
C  -2.087  -0.869  2.458  -0.27
C  -2.030  -1.565  1.113  -0.17
N  -1.794  -0.597  0.045  -0.17
C  -2.923  0.320  -0.147  -0.20
C  -2.524  1.637  -0.797  -0.22
N  -1.524  2.383  -0.031  -0.18
N  -1.295  0.196  2.610  0.02
H  -2.755  3.854  0.903  0.13
H  -2.564  2.343  1.769  0.11
H  -1.346  4.353  2.726  0.12
H  -0.299  4.323  1.315  0.12
H  0.875  3.194  2.809  0.11
H  -1.005  2.878  4.457  0.13
H  0.413  1.829  4.426  0.13
H  -2.235  1.166  5.672  0.12
H  -3.662  -0.854  5.437  0.12
H  -3.600  -2.136  3.303  0.12
H  -2.961  -2.132  0.985  0.13
H  -1.210  -2.292  1.117  0.12
H  -1.565  -1.057  -0.832  0.06
H  -3.365  0.518  0.832  0.11
H  -3.717  -0.137  -0.751  0.13
H  -3.445  2.220  -0.946  0.12
H  -2.092  1.444  -1.781  0.09
H  -1.077  3.045  -0.658  0.08
Cl  6.875  -3.708  2.849  0.67
C  5.547  -2.824  2.168  -0.67
C  5.363  -2.824  0.779  -0.11
C  4.314  -2.142  0.224  -0.57
Cl  4.134  -2.101  -1.496  0.72
C  3.358  -1.421  1.003  -0.41
O  2.360  -0.826  0.469  -0.46
C  3.617  -1.401  2.409  -0.13
C  2.839  -0.607  3.319  -0.20
O  1.893  0.141  3.063  -0.15
C  4.698  -2.114  2.964  -0.07
H  6.056  -3.357  0.143  0.11
H  3.174  -0.676  4.369  0.13
H  4.858  -2.085  4.036  0.12
C  -0.389  3.278  -4.848  -0.03
N  -0.398  1.828  -4.842  -0.12
C  -0.891  1.032  -5.861  -0.03
C  -0.711  -0.244  -5.491  -0.03
N  -0.119  -0.229  -4.231  0.00
C  0.082  1.062  -3.829  -0.73
S  0.797  1.651  -2.431  0.59
C  0.291  -1.430  -3.578  -0.27
C  1.116  -2.299  -4.275  0.01
C  1.417  -3.520  -3.698  -0.05
C  0.904  -3.804  -2.444  -0.05
C  0.116  -2.850  -1.826  -0.11
N  -0.211  -1.683  -2.380  0.14
H  -0.372  3.625  -5.878  0.10
H  0.498  3.627  -4.327  0.06
H  -1.273  3.673  -4.347  0.10
H  -1.322  1.448  -6.752  0.13
H  -0.960  -1.164  -5.986  0.13
H  1.507  -2.016  -5.243  0.13
H  2.053  -4.228  -4.211  0.12
H  1.125  -4.736  -1.944  0.12
H  -0.284  -3.040  -0.836  0.10

---

b has the most favorable energy; the next structure is 0.319 eV above.

---

a:
DFT (ωB97M-V/def2-TZVPD) results for 3 unconnected molecules or ions with the total composition C3H14NO2.

- Spin multiplicity: 1
- Total charge: +1
- HOMO energy: -15.748 eV

Last column: natural (NBO) charge in e.
Positions of all 20 atoms, in Å:
C  1.269  -1.821  0.103  -0.63
C  0.999  -0.336  -0.255  -0.04
C  1.553  0.642  0.627  -0.64
N  -0.524  -0.162  -0.459  -0.75
H  0.653  -2.537  -0.490  0.22
H  0.987  -1.955  1.174  0.21
H  2.295  -2.154  -0.016  0.25
H  1.348  -0.245  -1.284  0.21
H  1.137  0.572  1.618  0.21
H  2.648  0.504  0.749  0.26
H  1.375  1.694  0.307  0.23
H  -0.850  -0.942  -1.024  0.42
H  -0.590  0.628  -1.120  0.46
H  -1.024  -0.229  0.508  0.47
H  -0.908  2.958  -1.897  0.50
H  -2.105  1.999  -1.898  0.49
O  -1.176  2.069  -2.144  -0.95
H  -0.946  -0.236  2.675  0.51
H  -1.919  -1.441  2.291  0.52
O  -1.498  -0.629  1.986  -0.96

---

b:
DFT (ωB97M-V/def2-TZVPD) results for 3 unconnected molecules or ions with the total composition C3H14NO2.

- Spin multiplicity: 1
- Total charge: +1
- HOMO energy: -14.776 eV

Last column: natural (NBO) charge in e.
Positions of all 20 atoms, in Å:
C  1.450  1.913  1.053  -0.64
C  0.038  1.569  0.818  -0.19
N  0.011  0.351  -0.112  -0.51
C  -1.370  -0.107  -0.409  -0.44
H  1.883  1.140  1.683  0.24
H  1.445  2.783  1.695  0.25
H  2.001  2.039  0.127  0.22
H  -0.496  2.326  0.251  0.22
H  -0.466  1.199  1.691  0.22
H  0.378  0.685  -1.009  0.42
H  0.596  -0.434  0.198  0.47
H  -1.897  0.782  -0.742  0.22
H  -1.398  -0.837  -1.214  0.27
H  -1.890  -0.468  0.468  0.23
H  -1.871  -2.700  -3.042  0.48
H  -2.788  -3.160  -1.880  0.48
O  -2.540  -2.402  -2.419  -0.95
H  2.145  -1.919  1.641  0.51
H  2.746  -1.456  0.293  0.50
O  2.020  -1.306  0.910  -0.98

---

a has the most favorable energy; the next structure is 0.200 eV above.

---

a:
DFT (ωB97M-V/def2-TZVPD) results for a single C5H12S molecule.

- Spin multiplicity: 1
- HOMO energy: -8.421 eV
- SMILES string: CCSC(C)C

Last column: natural (NBO) charge in e.
Positions of all 18 atoms, in Å:
C  2.542  -0.731  -1.295  -0.61
C  1.372  -0.963  -0.319  -0.54
S  0.430  0.568  -0.234  0.17
C  -1.034  0.211  0.851  -0.31
C  -1.885  1.517  0.914  -0.61
C  -1.829  -1.002  0.357  -0.63
H  2.116  -0.617  -2.318  0.21
H  3.128  0.122  -1.064  0.21
H  3.231  -1.563  -1.338  0.21
H  1.772  -1.169  0.703  0.20
H  0.811  -1.834  -0.664  0.21
H  -0.599  0.157  1.913  0.21
H  -1.328  2.293  1.396  0.21
H  -2.262  1.920  -0.038  0.21
H  -2.703  1.312  1.530  0.21
H  -2.580  -1.363  1.066  0.21
H  -1.146  -1.829  0.099  0.21
H  -2.316  -0.708  -0.594  0.21

---

b:
DFT (ωB97M-V/def2-TZVPD) results for 2 unconnected molecules or ions with the total composition C5H12S.

- Spin multiplicity: 1
- HOMO energy: -8.468 eV
- SMILES string: C=CC.CCS

Last column: natural (NBO) charge in e.
Positions of all 18 atoms, in Å:
C  1.925  -1.079  -0.897  -0.42
C  0.970  -0.555  -1.711  -0.17
C  0.107  -1.445  -2.494  -0.66
H  2.470  -0.431  -0.222  0.21
H  2.080  -2.145  -0.913  0.19
H  0.989  0.520  -2.042  0.20
H  -1.011  -1.278  -2.294  0.21
H  0.224  -1.268  -3.588  0.22
H  0.444  -2.439  -2.154  0.21
C  -1.708  1.364  1.064  -0.62
C  -1.379  0.209  2.096  -0.47
S  0.311  -0.511  1.616  -0.11
H  -1.892  0.865  0.052  0.22
H  -2.666  1.752  1.547  0.20
H  -1.000  2.202  1.120  0.22
H  -2.029  -0.637  2.013  0.21
H  -1.283  0.613  3.118  0.22
H  -0.035  -1.327  0.589  0.13

---

a has the most favorable energy; the next structure is 1.724 eV above.

---

a:
DFT (ωB97M-V/def2-TZVPD) results for a single C8H17N3O3 molecule.

- Spin multiplicity: 1
- HOMO energy: -8.791 eV
- SMILES string: NCCCC[C@H](N)C(=O)NCC(=O)O

Last column: natural (NBO) charge in e.
Positions of all 31 atoms, in Å:
N  -1.415  2.755  2.906  -0.85
C  -1.379  1.388  2.589  -0.21
C  0.026  0.975  2.898  -0.40
C  0.637  -0.238  2.358  -0.40
C  1.012  0.026  0.847  -0.39
C  1.030  -1.138  -0.127  -0.17
N  1.977  -0.745  -1.156  -0.83
C  -0.418  -1.409  -0.514  0.67
O  -1.264  -1.420  0.397  -0.61
N  -0.764  -1.517  -1.832  -0.63
C  -0.085  -1.070  -3.107  -0.34
C  -1.029  -0.978  -4.178  0.76
O  -2.208  -1.415  -4.149  -0.57
O  -0.624  -0.306  -5.273  -0.67
H  -0.552  3.254  3.115  0.36
H  -1.865  3.383  2.287  0.36
H  -1.543  1.095  1.464  0.18
H  -2.099  0.771  3.203  0.18
H  0.200  1.017  3.980  0.20
H  0.676  1.758  2.531  0.17
H  -0.092  -1.058  2.508  0.23
H  1.529  -0.580  2.991  0.20
H  0.488  0.877  0.340  0.20
H  2.014  0.540  0.990  0.20
H  1.587  -1.869  0.486  0.23
H  2.866  -0.775  -0.592  0.37
H  1.829  0.243  -1.434  0.34
H  -1.778  -1.745  -2.135  0.44
H  0.417  -0.200  -2.836  0.23
H  0.661  -1.933  -3.369  0.26
H  0.165  0.314  -5.189  0.50

---

b:
DFT (ωB97M-V/def2-TZVPD) results for a single C8H17N3O3 molecule.

- Spin multiplicity: 1
- HOMO energy: -9.685 eV
- SMILES string: NCCCC[C@H](NC(=O)CN)C(=O)O

Last column: natural (NBO) charge in e.
Positions of all 31 atoms, in Å:
N  4.970  -1.704  -0.042  -0.83
C  3.661  -1.107  0.267  -0.21
C  3.371  0.013  -0.672  -0.41
C  2.087  0.771  -0.302  -0.40
C  0.817  -0.073  -0.165  -0.42
C  -0.210  0.639  0.698  -0.14
N  -1.449  -0.129  0.994  -0.60
C  -2.145  -0.785  0.044  0.67
O  -2.083  -0.456  -1.151  -0.68
C  -3.238  -1.750  0.563  -0.31
N  -4.353  -1.788  -0.333  -0.79
C  -0.557  2.000  0.159  0.77
O  0.039  2.950  0.592  -0.57
O  -1.597  2.155  -0.660  -0.67
H  5.024  -2.608  0.344  0.35
H  5.718  -1.231  0.451  0.35
H  3.589  -0.758  1.338  0.16
H  2.906  -1.883  0.142  0.18
H  4.244  0.663  -0.642  0.21
H  3.368  -0.398  -1.710  0.21
H  1.856  1.512  -1.129  0.22
H  2.166  1.361  0.617  0.22
H  0.332  -0.308  -1.075  0.23
H  1.088  -1.034  0.272  0.20
H  0.192  0.788  1.713  0.23
H  -1.430  -0.519  1.935  0.40
H  -2.850  -2.731  0.737  0.21
H  -3.525  -1.453  1.546  0.20
H  -4.677  -0.834  -0.406  0.35
H  -3.895  -1.992  -1.210  0.37
H  -1.867  1.337  -1.059  0.51

---

b has the most favorable energy; the next structure is 2.372 eV above.